A molecular structure, C23H27B3Br42O4. Source: the Open Molecules 2025 dataset; level of theory: ωB97M-V/def2-TZVPD.

Last column: Löwdin charge in e.
Positions of all 99 atoms, in Å:
Br -4.559 -9.584 3.214  0.558
Br -4.973 5.421 2.509  0.584
Br 1.954 -3.239 -1.574  0.640
Br -1.433 -9.591 -6.916  0.557
Br -3.395 -8.186 5.838  0.557
Br 4.836 -9.205 -3.055  0.568
Br 0.439 -12.172 -6.875  0.565
Br 1.985 -4.653 -5.769  0.557
Br 4.968 9.468 5.970  0.554
Br 7.715 13.629 4.423  0.572
Br 3.689 -7.659 -11.451  0.560
Br -2.715 6.905 -0.772  0.584
Br 9.542 12.531 6.794  0.572
Br 1.936 9.074 5.069  0.548
Br -3.480 -3.005 0.847  0.823
Br 3.210 6.557 2.251  0.550
Br 0.052 5.995 4.623  0.557
Br 6.772 -7.474 -10.652  0.584
Br 0.768 -3.889 -8.619  0.589
Br 5.265 -7.458 -5.684  0.550
Br 3.112 7.361 7.487  0.555
Br -7.803 4.072 3.060  0.579
Br -5.539 3.992 5.307  0.576
Br 3.764 3.445 2.484  0.770
Br -1.196 7.199 7.296  0.579
Br 8.283 10.503 4.681  0.548
Br 5.111 -2.809 -1.495  0.593
Br 2.364 -8.559 -4.940  0.534
Br -1.905 8.499 4.467  0.562
Br -5.816 0.544 2.454  0.753
Br -4.439 -5.778 -0.405  0.578
Br 4.849 -9.534 -9.154  0.551
Br 3.906 -5.689 -2.152  0.554
Br 5.041 5.466 4.619  0.570
Br -7.940 -1.767 2.987  0.601
Br 2.343 -6.634 -8.243  0.572
Br 0.192 7.551 0.342  0.570
Br -0.621 4.528 -0.323  0.817
Br -3.169 -5.720 2.522  0.555
Br -0.804 -11.061 -4.160  0.560
Br -1.426 -9.659 3.807  0.562
Br -6.405 -0.414 5.435  0.590
O -3.387 1.143 0.428  0.210
O -3.072 -0.861 -0.738  0.125
O 0.429 -0.075 -1.729  -0.070
O -2.213 1.158 -1.607  0.309
C 2.569 0.420 -0.727  -0.019
C -1.461 6.882 5.416  -1.614
C 1.879 3.082 -0.544  -0.164
C -5.072 3.433 -0.569  -0.110
C 1.214 -5.316 -7.406  -1.612
C -5.911 4.001 3.418  -1.655
C -1.056 -11.275 -6.056  -1.643
C -3.180 -4.912 0.770  -1.585
C 8.054 12.166 5.628  -1.653
C 4.260 -8.883 -4.863  -1.611
C -7.137 -0.160 3.674  -1.592
C -1.231 6.260 0.280  -1.575
C 3.178 9.037 6.539  -1.607
C 3.136 2.672 -0.090  -0.235
C -3.193 -9.626 4.572  -1.645
C -4.543 2.357 -1.560  -0.072
C 3.470 1.326 -0.198  -0.091
C 1.325 0.811 -1.174  -0.283
C -0.475 -0.622 -0.761  -0.047
C 3.663 -4.042 -1.187  -1.619
C 3.550 5.098 3.452  -1.592
C 4.983 -7.822 -10.032  -1.682
C 0.988 2.158 -1.068  -0.070
B -1.930 -0.090 -1.064  -0.480
B -3.354 1.567 -0.924  -0.552
B -3.611 -0.229 0.386  -0.585
H 2.678 4.989 4.082  -0.082
H -5.548 3.064 3.016  -0.129
H 1.586 4.137 -0.481  0.005
H -4.151 -0.792 1.247  -0.047
H -2.305 6.215 5.321  -0.042
H -1.922 -11.905 -6.195  -0.032
H -0.501 -1.719 -0.847  0.092
H 4.457 -9.781 -5.432  -0.031
H -4.617 4.407 -0.766  0.034
H 4.751 -7.066 -9.295  -0.106
H -0.177 -0.412 0.275  0.152
H 0.290 -5.812 -7.144  -0.031
H 7.178 12.057 6.253  -0.048
H 3.850 3.378 0.339  -0.016
H 4.451 1.013 0.151  0.108
H -3.320 -10.549 5.120  -0.034
H 2.871 9.806 7.234  -0.029
H -4.904 3.149 0.471  0.028
H -4.332 2.769 -2.547  0.112
H -2.197 -5.063 0.348  -0.030
H -5.368 1.636 -1.671  0.125
H -7.921 0.580 3.758  -0.037
H 0.005 2.448 -1.424  0.046
H -1.592 6.135 1.293  -0.047
H -6.152 3.569 -0.681  0.078
H 2.867 -0.625 -0.799  0.051
H 3.671 -4.285 -0.134  -0.028

Properties
Molecular weight (g mol⁻¹): 3755.87
2S+1: 1
Lowest unoccupied orbital energy (eV): -0.28
Highest occupied orbital energy (eV): -8.93
Energy (hartree): -109376.740426
Frontier orbital gap (eV): 8.7